1.
{
  "formula": "C26H43BInN9OP",
  "method": "ωB97M-V/def2-TZVPD",
  "symbols": ["C", "P", "C", "In", "N", "N", "B", "N", "O", "H", "H", "H", "H", "H", "H", "H", "H", "H", "H", "H", "H", "H", "N", "C", "C", "C", "C", "H", "H", "H", "H", "H", "N", "C", "C", "C", "C", "H", "H", "H", "H", "H", "N", "C", "C", "C", "C", "H", "H", "H", "H", "H", "N", "C", "C", "C", "C", "H", "H", "H", "H", "H", "N", "C", "C", "C", "C", "H", "H", "H", "H", "H", "N", "C", "C", "C", "C", "H", "H", "H", "H", "H"],
  "coordinates": [[-0.321730, -2.088318, -0.997074], [0.096427, -3.823668, -0.425610], [0.177209, -4.757103, -2.041192], [2.541011, -3.615022, 0.290132], [3.031843, -5.065894, 1.814662], [3.787533, -3.999780, -1.404400], [2.802987, -1.517232, 1.225761], [3.766468, -0.528194, 0.670497], [2.031821, -1.094942, 2.287770], [0.426307, -1.361713, -0.676324], [-1.267105, -1.769415, -0.560893], [-0.383371, -2.055242, -2.083838], [-0.663250, -4.481862, -2.676143], [1.116372, -4.589774, -2.568171], [0.127966, -5.818010, -1.802817], [3.817510, -4.669424, 2.326807], [3.404124, -5.898456, 1.361378], [3.829801, -3.256112, -2.089795], [4.724995, -4.321777, -1.196851], [4.590430, -1.089379, 0.462143], [3.434363, -0.287000, -0.265631], [1.981242, -1.793060, 2.945466], [7.556356, -1.543185, 0.217203], [7.523505, -0.541729, 1.147613], [8.479830, 0.376571, 0.809554], [9.109509, -0.088459, -0.379341], [8.516371, -1.275104, -0.719549], [6.960378, -2.351494, 0.224633], [6.824596, -0.573831, 1.965849], [8.702091, 1.280697, 1.350809], [9.906195, 0.393212, -0.921487], [8.693389, -1.947283, -1.541230], [-3.373082, 0.401816, 0.020380], [-3.638646, 1.648352, -0.470037], [-4.855032, 1.594393, -1.108151], [-5.336614, 0.262974, -0.990748], [-4.399238, -0.445886, -0.289713], [-2.543852, 0.141012, 0.526304], [-2.943701, 2.461402, -0.330136], [-5.343062, 2.416832, -1.605626], [-6.262661, -0.127000, -1.377067], [-4.373793, -1.478604, 0.012564], [-5.411567, 4.980957, -0.009748], [-5.287675, 6.219812, 0.562624], [-6.140901, 7.066932, -0.088399], [-6.816546, 6.308434, -1.084689], [-6.349208, 5.026324, -1.011567], [-4.884886, 4.168101, 0.261546], [-4.606020, 6.388175, 1.378160], [-6.271578, 8.113943, 0.127266], [-7.559275, 6.666187, -1.777506], [-6.598446, 4.151242, -1.584843], [6.716146, -5.204597, 1.907970], [6.367770, -6.428539, 2.403157], [7.523447, -7.099679, 2.705756], [8.611096, -6.242336, 2.380322], [8.078519, -5.078901, 1.891517], [6.062124, -4.507277, 1.597494], [5.333180, -6.710930, 2.496642], [7.582434, -8.094305, 3.115384], [9.661411, -6.454275, 2.493122], [8.550988, -4.177716, 1.537176], [-2.965884, 3.970698, -3.191045], [-2.141536, 4.193056, -4.258883], [-1.944292, 5.544449, -4.361792], [-2.677816, 6.160608, -3.310775], [-3.297787, 5.163652, -2.605633], [-3.279124, 3.065517, -2.883328], [-1.766285, 3.375493, -4.849819], [-1.340064, 6.036335, -5.105654], [-2.743704, 7.214245, -3.096500], [-3.941918, 5.195112, -1.742866], [-6.603250, 2.559440, 1.770957], [-6.021058, 1.406283, 2.204521], [-6.890376, 0.793762, 3.067285], [-8.045989, 1.622292, 3.154900], [-7.837416, 2.705515, 2.341170], [-6.172477, 3.195506, 1.130680], [-5.042572, 1.123600, 1.857690], [-6.720597, -0.140222, 3.576061], [-8.928815, 1.441550, 3.745444], [-8.455545, 3.558246, 2.118505]],
  "forces_ev_per_angstrom": [[0.3, 0.0, 0.1], [-0.2, -0.3, 0.3], [0.3, 0.3, 0.2], [0.0, 0.0, 0.3], [0.2, 0.1, -0.4], [-0.2, -0.1, 0.2], [0.3, -0.3, 0.1], [-0.4, 0.0, -0.1], [0.6, 0.5, 0.3], [0.1, 0.0, 0.0], [-0.2, 0.0, -0.1], [-0.1, 0.1, -0.1], [-0.1, -0.1, -0.1], [0.0, 0.0, -0.1], [-0.1, -0.1, -0.1], [0.0, -0.1, 0.1], [-0.1, -0.1, 0.1], [0.2, 0.0, 0.0], [0.1, 0.1, -0.1], [0.0, 0.1, -0.2], [0.1, 0.2, 0.0], [-0.6, -0.2, -0.2], [0.0, 0.0, 0.1], [0.0, -0.1, 0.1], [0.0, 0.0, -0.1], [0.0, 0.0, 0.0], [0.0, 0.0, 0.0], [0.0, 0.0, -0.1], [0.0, 0.1, 0.0], [0.0, 0.0, 0.0], [0.0, 0.0, 0.0], [0.0, 0.0, 0.0], [0.0, 0.0, 0.1], [0.0, 0.1, 0.1], [0.0, 0.0, 0.0], [0.0, 0.0, -0.1], [0.1, 0.0, 0.0], [0.0, 0.0, -0.1], [0.0, 0.0, 0.0], [0.0, 0.0, 0.0], [0.0, 0.0, 0.0], [0.0, 0.0, 0.0], [-0.2, -0.1, 0.2], [0.1, 0.0, 0.0], [0.0, 0.0, 0.0], [0.0, 0.0, 0.0], [0.0, 0.0, 0.1], [0.2, 0.1, -0.2], [0.0, 0.0, 0.0], [0.0, 0.0, 0.0], [0.0, 0.0, 0.0], [0.0, 0.0, 0.0], [0.1, 0.1, 0.0], [0.0, 0.0, 0.0], [0.0, 0.0, 0.0], [0.0, 0.0, 0.0], [0.0, 0.0, 0.0], [-0.1, -0.1, 0.0], [0.0, 0.0, 0.0], [0.0, 0.0, 0.0], [0.0, 0.0, 0.0], [0.0, 0.0, 0.0], [0.0, 0.0, 0.0], [0.0, 0.0, 0.0], [0.0, 0.0, 0.0], [0.0, 0.0, 0.0], [0.1, -0.1, 0.0], [0.0, 0.0, 0.0], [0.0, 0.0, 0.0], [0.0, 0.0, 0.0], [0.0, 0.0, 0.0], [0.1, 0.1, -0.2], [0.0, -0.1, 0.1], [0.0, -0.1, 0.1], [-0.1, 0.1, 0.0], [0.0, 0.0, 0.0], [0.0, 0.0, 0.0], [-0.3, 0.1, 0.0], [0.0, 0.0, 0.0], [0.0, 0.0, 0.0], [0.0, 0.0, 0.0], [0.0, 0.0, 0.0]],
  "e_homo_ev": -3.888,
  "total_charge": -1
}



2.
{
  "formula": "C26H43BN4O4",
  "method": "ωB97M-V/def2-TZVPD",
  "symbols": ["C", "C", "C", "N", "C", "C", "B", "N", "O", "C", "C", "C", "C", "C", "C", "C", "C", "C", "C", "C", "C", "N", "C", "C", "N", "C", "H", "H", "H", "H", "H", "H", "H", "H", "H", "H", "H", "H", "H", "H", "H", "H", "H", "H", "H", "H", "H", "H", "H", "H", "H", "H", "H", "H", "H", "C", "O", "C", "C", "O", "C", "C", "O", "C", "H", "H", "H", "H", "H", "H", "H", "H", "H", "H", "H", "H", "H", "H"],
  "coordinates": [[-1.925587, -5.750650, -4.628317], [-1.930312, -4.919992, -3.773107], [-1.962687, -3.853018, -2.815623], [-1.280962, -2.769230, -3.111372], [-1.329917, -1.794949, -2.154954], [-0.639880, -0.587312, -2.392812], [0.182567, -0.381846, -3.737242], [1.633845, -0.129577, -3.609303], [-0.426410, -0.443541, -4.953613], [-0.683644, 0.398285, -1.451790], [-1.363301, 0.264546, -0.216869], [-1.314244, 1.496212, 0.680344], [-2.695575, 2.070109, 1.012756], [-0.365435, 1.273719, 1.908911], [-0.958610, 1.495779, 3.296953], [-1.999014, -0.929452, 0.051697], [-2.711939, -1.229202, 1.348687], [-2.173679, -2.451064, 2.160941], [-0.697514, -2.733870, 1.958748], [-2.507788, -2.256099, 3.633919], [-2.004687, -1.952513, -0.939015], [-2.695483, -3.106511, -0.678560], [-2.693276, -4.030647, -1.604624], [-3.469360, -5.286668, -1.356871], [-4.551498, -5.492048, -2.324985], [-4.757826, -6.871417, -2.724434], [-1.661634, -6.587420, -5.222624], [2.130285, -0.995793, -3.422559], [1.755380, 0.431327, -2.771504], [0.158828, -0.903848, -5.568225], [-0.176311, 1.338838, -1.625294], [-0.827445, 2.253552, 0.072491], [-3.344111, 1.987981, 0.142199], [-2.599319, 3.135466, 1.206311], [-3.209134, 1.582368, 1.828999], [0.454602, 1.983255, 1.813348], [0.088056, 0.295684, 1.803085], [-1.915190, 1.008584, 3.457088], [-1.093511, 2.555418, 3.493034], [-0.275999, 1.069588, 4.028386], [-3.752055, -1.421253, 1.090377], [-2.687341, -0.385366, 2.020730], [-2.767134, -3.294430, 1.822077], [-0.135176, -1.813528, 2.115592], [-0.464852, -3.091569, 0.961808], [-0.339100, -3.434613, 2.708002], [-3.572729, -2.082383, 3.764011], [-2.277378, -3.186151, 4.154669], [-1.902507, -1.476038, 4.089990], [-3.905720, -5.245164, -0.363486], [-2.770435, -6.130493, -1.384364], [-4.450949, -4.891213, -3.127146], [-5.815433, -7.132410, -2.753502], [-4.368161, -7.077260, -3.724117], [-4.288041, -7.566048, -2.035504], [2.900267, 3.846777, -1.808396], [3.277335, 3.483149, -0.498398], [4.443075, 2.678751, -0.430179], [5.361735, 3.106096, 0.695211], [6.033268, 4.339609, 0.498446], [5.288464, 5.547498, 0.545694], [4.747732, 5.925283, 1.908048], [3.669927, 5.091481, 2.300387], [3.677026, 4.741958, 3.666115], [2.390746, 3.018873, -2.315203], [2.212120, 4.688515, -1.737667], [3.761169, 4.160411, -2.407452], [4.994049, 2.705043, -1.376035], [4.129815, 1.643418, -0.240257], [6.159184, 2.360821, 0.754218], [4.844804, 3.085653, 1.656101], [4.497997, 5.554337, -0.206593], [6.002696, 6.322769, 0.257938], [4.378899, 6.958377, 1.861839], [5.559440, 5.885999, 2.642805], [4.679485, 4.453302, 4.000319], [3.019191, 3.882140, 3.791195], [3.306308, 5.563614, 4.288528]],
  "forces_ev_per_angstrom": [[0.6, -0.8, -0.1], [-0.2, 0.7, 0.2], [0.3, 0.0, -0.5], [-0.5, -0.1, 0.9], [0.3, 0.3, -0.4], [0.1, 0.8, -1.0], [0.1, -0.1, 0.5], [-0.4, 0.0, -0.2], [0.0, -0.8, 0.3], [-0.1, -0.3, 0.2], [-0.1, 0.1, -0.1], [0.0, -0.4, 0.4], [0.1, 0.1, -0.5], [-0.3, 0.5, -0.3], [0.1, -0.4, -0.1], [0.0, 0.1, 0.4], [0.4, -0.4, -0.1], [-0.7, 0.3, -0.3], [0.0, 0.5, 0.3], [0.2, -0.6, -0.1], [-0.3, -0.4, 0.3], [0.1, 0.1, -0.4], [-0.2, 0.5, 0.6], [-0.3, -0.3, -0.3], [0.1, 0.1, 0.3], [-0.3, -0.1, -0.4], [-0.3, -0.1, -0.4], [0.2, 0.0, -0.1], [0.2, -0.1, 0.1], [0.0, 0.6, -0.4], [0.1, 0.1, -0.1], [0.0, 0.1, -0.1], [0.0, 0.0, -0.1], [-0.1, 0.1, 0.3], [0.0, 0.0, 0.2], [0.2, 0.0, -0.1], [0.0, -0.3, 0.2], [-0.1, -0.1, -0.1], [0.0, 0.1, 0.1], [0.1, 0.2, 0.2], [-0.2, 0.0, 0.2], [0.1, 0.4, -0.1], [0.2, -0.3, -0.1], [0.2, 0.1, 0.0], [0.0, -0.2, -0.1], [0.0, -0.3, 0.0], [-0.1, 0.3, 0.1], [0.0, 0.0, 0.2], [-0.1, 0.3, 0.1], [0.2, 0.1, 0.3], [0.1, 0.0, 0.0], [0.1, 0.0, -0.1], [-0.1, 0.1, 0.1], [0.2, 0.0, 0.0], [0.1, 0.0, 0.2], [-0.1, -0.1, 0.1], [0.2, 0.3, -0.1], [-0.2, -0.1, 0.1], [0.1, -0.1, 0.1], [0.1, 0.0, 0.0], [0.0, 0.0, -0.1], [-0.2, 0.1, 0.0], [0.2, -0.2, 0.0], [-0.1, 0.0, -0.1], [0.1, 0.0, -0.1], [0.0, 0.0, 0.1], [0.0, 0.0, 0.0], [0.0, 0.0, 0.0], [0.2, -0.1, -0.1], [0.0, 0.0, 0.0], [-0.2, 0.1, -0.1], [-0.1, -0.1, 0.1], [0.0, 0.0, 0.0], [0.2, 0.1, 0.0], [0.0, -0.1, 0.0], [0.0, 0.0, 0.0], [-0.1, 0.1, 0.0], [0.1, 0.0, 0.1]],
  "e_homo_ev": -8.498,
  "smiles": "C#Cc1nc2c(B(N)O)cc([C@@H](C)CC)c(CC(C)C)c2nc1CNC.COCCOCCOC",
  "total_charge": 0
}



3.
{
  "formula": "C26H43FeN2O4P",
  "method": "ωB97M-V/def2-TZVPD",
  "symbols": ["Fe", "C", "C", "C", "C", "C", "C", "C", "C", "C", "C", "C", "C", "H", "H", "H", "H", "H", "H", "H", "H", "H", "H", "H", "H", "H", "H", "H", "H", "H", "H", "C", "C", "O", "N", "C", "C", "C", "C", "C", "C", "N", "H", "H", "H", "H", "H", "H", "H", "H", "H", "H", "C", "C", "O", "P", "O", "C", "C", "O", "C", "C", "H", "H", "H", "H", "H", "H", "H", "H", "H", "H", "H", "H", "H", "H", "H"],
  "coordinates": [[-0.351882, -0.408777, 0.081948], [1.423704, -2.401447, 2.645732], [0.459635, -2.564074, 1.516758], [-0.918517, -2.533791, 1.764086], [-1.450837, -2.494619, 3.172673], [-1.808651, -2.625252, 0.686007], [-3.277293, -2.523201, 0.934465], [-1.318736, -2.896357, -0.649888], [-2.300177, -3.227912, -1.726273], [0.062879, -2.954710, -0.896747], [0.573523, -3.216139, -2.296220], [0.954133, -2.861579, 0.181898], [2.398620, -3.196428, 0.037723], [1.617178, -3.379120, 3.105503], [1.028771, -1.750917, 3.421511], [2.383451, -2.011240, 2.314603], [-1.712711, -1.476772, 3.475815], [-0.727755, -2.878295, 3.885962], [-2.350489, -3.100269, 3.258496], [-3.676917, -3.516270, 1.178060], [-3.822190, -2.172907, 0.059732], [-3.496064, -1.875604, 1.780579], [-2.703823, -2.319742, -2.190524], [-3.145226, -3.781643, -1.317989], [-1.854816, -3.833357, -2.508807], [0.700972, -4.288793, -2.465239], [1.540335, -2.750059, -2.469497], [-0.114941, -2.853362, -3.054970], [3.036820, -2.333598, 0.245159], [2.649445, -3.587923, -0.940685], [2.664804, -3.954364, 0.780184], [-1.797238, 2.379098, 2.817437], [-2.074825, 1.516436, 1.636197], [-1.495434, 0.397143, 1.505221], [-2.946712, 1.917373, 0.732319], [-3.376463, 1.044028, -0.350950], [-2.507685, 1.113277, -1.578686], [-2.818762, 1.947465, -2.636945], [-2.053619, 1.903075, -3.794319], [-0.985911, 1.020349, -3.860818], [-0.714402, 0.236223, -2.758487], [-1.454450, 0.274724, -1.632216], [-1.732159, 1.754866, 3.707329], [-2.556285, 3.143788, 2.965306], [-0.825146, 2.859465, 2.679616], [-3.376103, 2.825958, 0.831840], [-4.403818, 1.291794, -0.605626], [-3.352566, 0.025012, 0.026671], [-3.675159, 2.607112, -2.569038], [-2.296889, 2.538329, -4.636601], [-0.377520, 0.938502, -4.751630], [0.115591, -0.461940, -2.768292], [2.958490, 2.985287, 2.916362], [3.759339, 2.340907, 1.810558], [2.915481, 1.947008, 0.660444], [1.657272, 1.017604, 0.696454], [0.428589, 1.906186, 0.139945], [0.573527, 3.026584, -0.806268], [0.487563, 4.337566, -0.069873], [1.831729, 0.103790, -0.677433], [3.097021, -0.152831, -1.397014], [3.413148, 0.940544, -2.383740], [3.592107, 3.094875, 3.795970], [2.100003, 2.367427, 3.197360], [2.602929, 3.976149, 2.633036], [4.299236, 1.461867, 2.155988], [4.477889, 3.029576, 1.380865], [-0.240308, 2.911606, -1.520158], [1.519230, 2.922517, -1.336435], [-0.444097, 4.416249, 0.493318], [0.519010, 5.153422, -0.793115], [1.327817, 4.462943, 0.613718], [2.944268, -1.102618, -1.902532], [3.890835, -0.272098, -0.660813], [2.626623, 1.040334, -3.134063], [4.341776, 0.684147, -2.896676], [3.562830, 1.897402, -1.884277]],
  "forces_ev_per_angstrom": [[-0.6, -0.3, 0.3], [0.1, 0.0, 0.0], [0.2, 0.0, -0.2], [-0.2, 0.0, 0.2], [0.0, 0.2, -0.1], [0.0, 0.0, -0.2], [-0.1, -0.1, -0.1], [-0.2, 0.1, 0.2], [-0.1, 0.1, 0.0], [0.2, 0.2, -0.3], [0.0, -0.1, 0.1], [-0.1, 0.2, 0.3], [0.1, 0.1, 0.1], [0.0, 0.0, 0.0], [0.0, 0.0, 0.0], [0.0, 0.0, 0.0], [0.0, 0.0, 0.0], [0.0, 0.0, 0.0], [0.0, 0.0, 0.0], [0.0, 0.0, 0.0], [0.0, 0.0, 0.0], [0.0, 0.0, 0.0], [0.0, 0.0, 0.0], [0.0, 0.0, 0.0], [0.0, 0.0, 0.0], [0.0, 0.0, 0.0], [0.0, 0.0, 0.0], [0.0, 0.0, 0.0], [0.0, 0.0, 0.0], [0.0, 0.0, 0.0], [0.0, 0.0, 0.0], [0.1, 0.0, 0.0], [0.1, 0.2, 0.1], [0.2, -0.4, -0.2], [0.0, 0.0, -0.1], [0.0, 0.0, -0.1], [0.0, -0.1, -0.1], [-0.1, 0.0, -0.1], [0.0, 0.0, 0.0], [0.0, 0.0, 0.0], [-0.1, 0.0, 0.0], [0.6, -0.1, -0.1], [0.0, 0.0, 0.0], [0.0, 0.0, 0.0], [0.0, 0.0, 0.0], [-0.1, 0.0, 0.1], [0.0, 0.0, 0.0], [-0.1, 0.0, 0.0], [0.0, 0.0, 0.0], [0.0, 0.0, 0.0], [0.0, 0.0, 0.0], [0.0, 0.1, 0.0], [-0.1, 0.0, -0.1], [0.1, 0.1, 0.2], [0.2, 0.0, 0.0], [0.2, 0.0, -0.1], [-0.1, 0.2, 0.2], [0.0, 0.1, -0.1], [0.0, 0.0, 0.0], [-0.1, -0.1, 0.1], [0.0, 0.1, -0.2], [0.0, 0.1, 0.0], [0.0, 0.0, 0.0], [0.1, 0.0, 0.1], [0.0, 0.0, 0.0], [-0.1, -0.1, -0.1], [0.0, 0.0, -0.1], [0.0, -0.1, 0.0], [0.0, -0.1, 0.0], [0.0, 0.0, 0.0], [0.0, 0.0, 0.0], [0.0, 0.0, 0.0], [0.0, 0.0, 0.0], [0.0, 0.0, 0.1], [0.0, 0.0, 0.0], [0.0, 0.0, 0.0], [0.0, 0.0, 0.0]],
  "e_homo_ev": [-18.167, -18.041],
  "s_squared": 8.772,
  "multiplicity": 6,
  "total_charge": 3
}